Version one
This record from the Open Molecules 2025 dataset describes a cluster of 14 separate species, C46H129N9O14 in total. The level of theory is ωB97M-V with the def2-TZVPD basis set.

Properties
frontier orbital gap = 9.59 eV
highest occupied orbital energy = -0.335 Eh

ORCA input file:
```
! RIJCOSX wB97M-V def2-TZVPD def2/J DEFGRID3
* xyz 0 1
C 24.25 16.04 14.75
C 23.15 16.47 13.83
C 23.52 16.93 12.47
O 24.20 15.82 11.79
C 24.56 16.17 10.45
N 22.17 15.36 13.60
H 24.92 15.26 14.36
H 23.83 15.69 15.72
H 24.93 16.82 15.03
H 22.55 17.27 14.30
H 24.20 17.81 12.55
H 22.59 17.25 11.89
H 24.86 15.29 9.98
H 25.36 16.87 10.43
H 23.72 16.68 9.94
H 22.71 14.68 13.07
H 22.04 14.95 14.53
C 18.79 7.51 10.39
C 18.95 8.95 10.68
C 19.20 9.79 9.44
O 18.09 9.76 8.54
C 18.29 10.62 7.37
N 17.86 9.42 11.57
H 19.78 7.02 10.25
H 18.16 7.37 9.52
H 18.29 6.95 11.22
H 19.86 9.08 11.30
H 20.16 9.52 9.01
H 19.29 10.81 9.81
H 17.55 10.45 6.63
H 19.29 10.44 7.04
H 18.25 11.66 7.68
H 17.80 10.40 11.60
H 16.95 9.14 11.19
C 20.03 19.82 17.22
C 20.43 18.36 16.73
C 19.99 18.09 15.29
O 20.58 19.08 14.38
C 19.95 19.00 13.13
N 21.88 18.17 17.03
H 20.82 20.59 17.10
H 19.88 19.66 18.27
H 19.14 20.29 16.75
H 19.82 17.72 17.39
H 18.90 18.11 15.28
H 20.36 17.09 15.02
H 18.88 19.03 13.09
H 20.25 17.99 12.75
H 20.32 19.78 12.43
H 22.05 17.16 16.91
H 22.44 18.63 16.30
C 14.44 13.51 6.64
C 13.35 14.56 6.85
C 13.17 15.07 8.29
O 12.06 15.96 8.28
C 12.04 16.84 9.39
N 13.57 15.68 5.90
H 14.50 13.25 5.59
H 14.11 12.65 7.14
H 15.42 13.76 6.95
H 12.41 14.09 6.53
H 14.08 15.66 8.59
H 13.16 14.16 8.95
H 11.11 17.46 9.26
H 12.87 17.53 9.41
H 11.89 16.45 10.36
H 12.94 16.43 6.17
H 14.52 16.07 6.12
C 22.16 13.16 10.63
C 22.74 12.06 11.46
C 23.33 10.93 10.67
O 22.41 10.43 9.71
C 22.89 9.40 8.92
N 23.69 12.53 12.41
H 21.45 12.78 9.91
H 22.98 13.70 10.09
H 21.64 13.96 11.22
H 21.93 11.63 12.03
H 23.66 10.15 11.34
H 24.19 11.32 10.09
H 23.77 9.71 8.32
H 22.11 9.10 8.24
H 23.16 8.51 9.48
H 24.33 13.20 11.96
H 24.27 11.76 12.72
C 14.19 10.24 8.10
C 14.53 8.76 8.34
C 13.32 7.90 8.24
O 12.31 8.32 9.09
C 12.14 7.54 10.25
N 15.63 8.24 7.48
H 13.54 10.67 8.82
H 13.72 10.41 7.08
H 15.16 10.78 8.10
H 15.01 8.62 9.35
H 13.54 6.84 8.30
H 12.91 8.09 7.26
H 11.13 7.65 10.62
H 12.86 7.93 11.02
H 12.33 6.50 10.08
H 15.53 8.55 6.49
H 16.48 8.72 7.72
C 16.17 17.69 9.85
C 17.47 17.81 9.13
C 18.51 16.68 9.49
O 17.96 15.45 9.02
C 18.86 14.41 8.65
N 17.29 17.76 7.69
H 16.33 17.63 10.92
H 15.71 16.75 9.66
H 15.45 18.44 9.52
H 17.90 18.79 9.41
H 18.67 16.64 10.57
H 19.45 16.89 8.97
H 18.76 14.25 7.56
H 18.58 13.48 9.08
H 19.90 14.65 8.98
H 18.20 17.89 7.29
H 17.03 16.80 7.54
C 14.45 19.38 14.93
C 14.69 17.91 15.11
C 13.85 17.16 14.05
O 14.14 15.76 13.86
C 13.14 15.16 13.04
N 16.06 17.46 14.87
H 13.43 19.70 15.08
H 14.75 19.71 13.93
H 15.08 19.90 15.73
H 14.42 17.54 16.14
H 14.03 17.63 13.08
H 12.73 17.32 14.36
H 13.19 15.62 12.05
H 12.21 15.37 13.58
H 13.35 14.11 13.02
H 16.66 18.13 15.32
H 16.41 17.75 13.90
C 19.33 12.97 12.71
C 18.62 14.23 12.26
C 17.17 13.91 11.91
O 17.24 12.81 10.94
C 15.93 12.30 10.51
N 18.64 15.35 13.14
H 18.73 12.53 13.54
H 20.38 13.14 13.06
H 19.42 12.21 11.94
H 19.12 14.56 11.29
H 16.57 14.71 11.45
H 16.57 13.60 12.79
H 16.12 11.66 9.67
H 15.32 13.15 10.17
H 15.35 11.69 11.24
H 19.66 15.54 13.32
H 18.39 15.10 14.08
C 16.79 15.77 19.83
C 17.28 16.43 18.52
O 18.05 15.50 17.75
H 16.35 16.43 20.62
H 17.69 15.45 20.29
H 16.18 14.94 19.65
H 17.84 17.34 18.70
H 16.42 16.71 17.87
H 17.36 15.26 17.07
C 19.70 13.42 16.02
C 20.61 14.04 16.99
O 21.91 14.33 16.40
H 19.45 14.03 15.21
H 18.78 13.11 16.57
H 20.26 12.55 15.71
H 20.71 13.37 17.84
H 20.26 14.99 17.35
H 22.32 13.49 16.16
C 10.07 11.42 9.61
C 11.20 12.18 10.34
O 10.85 13.53 10.67
H 9.19 11.73 10.15
H 10.12 10.31 9.78
H 10.04 11.70 8.58
H 12.11 12.19 9.70
H 11.46 11.71 11.27
H 10.99 14.10 9.91
C 15.34 12.81 16.54
C 15.99 13.52 15.37
O 16.46 14.77 15.79
H 14.37 13.23 16.79
H 16.01 12.72 17.38
H 15.16 11.76 16.26
H 15.27 13.62 14.57
H 16.80 12.96 14.84
H 16.47 15.52 15.13
C 18.90 9.18 16.04
C 18.72 10.02 14.85
O 17.39 9.83 14.26
H 19.09 8.13 15.72
H 17.95 9.16 16.64
H 19.72 9.53 16.68
H 19.39 9.96 13.98
H 18.74 11.05 15.15
H 17.55 9.49 13.34
*
```


Version two
This record from the Open Molecules 2025 dataset describes a cluster of 14 separate species, C46H129N9O14 in total. The level of theory is ωB97M-V with the def2-TZVPD basis set.

Properties
frontier orbital gap = 9.28 eV
highest occupied orbital energy = -0.321 Eh

ORCA input file:
```
! RIJCOSX wB97M-V def2-TZVPD def2/J DEFGRID3
* xyz 0 1
C 21.64 19.39 12.27
C 22.94 19.10 11.52
C 23.76 20.33 11.38
O 24.80 20.09 10.42
C 25.73 21.13 10.24
N 23.71 18.13 12.30
H 21.00 18.50 12.26
H 21.05 20.24 11.92
H 21.95 19.55 13.31
H 22.71 18.75 10.50
H 24.13 20.57 12.38
H 23.11 21.17 11.04
H 25.27 22.09 9.95
H 26.40 20.82 9.43
H 26.37 21.27 11.16
H 23.39 17.17 12.17
H 24.67 18.16 11.99
C 23.99 17.57 19.93
C 22.97 18.07 18.92
C 21.95 16.98 18.57
O 22.52 15.81 18.05
C 21.70 14.68 18.05
N 22.20 19.17 19.51
H 24.50 16.69 19.60
H 23.49 17.13 20.81
H 24.61 18.41 20.21
H 23.50 18.42 18.02
H 21.26 17.41 17.82
H 21.38 16.68 19.47
H 21.53 14.25 19.04
H 22.22 13.92 17.44
H 20.71 14.89 17.60
H 21.37 19.46 19.00
H 22.79 19.98 19.75
C 24.59 11.33 13.83
C 24.12 10.92 12.37
C 25.23 10.38 11.49
O 25.66 9.14 12.10
C 26.67 8.39 11.38
N 22.99 10.07 12.30
H 25.37 12.10 13.75
H 24.84 10.51 14.49
H 23.63 11.73 14.19
H 23.82 11.84 11.80
H 26.13 11.00 11.45
H 24.84 10.22 10.49
H 27.01 7.54 11.98
H 27.62 8.94 11.26
H 26.31 8.00 10.42
H 22.24 10.34 12.97
H 23.21 9.14 12.68
C 17.13 16.56 18.59
C 18.33 17.43 18.98
C 17.95 18.93 19.01
O 17.53 19.39 17.73
C 17.23 20.73 17.79
N 19.04 17.02 20.17
H 17.40 15.51 18.59
H 16.82 16.79 17.54
H 16.28 16.75 19.26
H 19.11 17.42 18.23
H 18.86 19.50 19.28
H 17.19 19.13 19.77
H 16.71 21.03 16.86
H 18.18 21.27 17.84
H 16.59 20.97 18.67
H 18.55 17.21 21.04
H 19.95 17.45 20.18
C 13.66 19.22 17.79
C 13.73 18.19 16.71
C 12.61 18.27 15.75
O 11.41 17.83 16.43
C 10.19 18.21 15.85
N 14.91 18.51 15.91
H 13.66 20.24 17.41
H 14.48 19.14 18.48
H 12.75 19.09 18.40
H 13.75 17.19 17.16
H 12.82 17.67 14.86
H 12.42 19.33 15.50
H 10.10 19.29 15.68
H 9.38 17.97 16.56
H 10.00 17.76 14.88
H 15.78 18.68 16.39
H 15.12 17.77 15.23
C 26.05 20.66 15.32
C 24.81 19.97 15.86
C 23.43 20.66 15.62
O 22.41 19.70 16.00
C 21.12 20.31 15.95
N 24.83 18.55 15.40
H 26.98 20.20 15.64
H 26.06 21.71 15.67
H 26.09 20.75 14.25
H 24.92 19.93 16.96
H 23.20 21.06 14.62
H 23.41 21.57 16.22
H 21.11 21.22 16.58
H 20.35 19.63 16.31
H 20.83 20.56 14.93
H 24.59 18.45 14.43
H 24.09 18.11 15.95
C 20.32 13.17 10.93
C 19.99 11.89 10.22
C 21.06 11.43 9.26
O 20.54 10.29 8.55
C 21.56 9.37 8.24
N 19.74 10.86 11.24
H 20.46 13.96 10.21
H 21.22 13.05 11.51
H 19.49 13.42 11.63
H 19.06 11.96 9.61
H 21.93 11.11 9.85
H 21.33 12.31 8.62
H 22.14 9.10 9.12
H 22.26 9.70 7.45
H 21.12 8.47 7.84
H 19.64 9.98 10.75
H 20.60 10.84 11.80
C 14.85 14.11 15.19
C 15.60 14.94 14.17
C 15.98 14.00 12.99
O 16.82 12.97 13.46
C 16.84 11.76 12.63
N 14.83 16.09 13.65
H 15.44 13.27 15.50
H 13.94 13.74 14.72
H 14.60 14.75 16.03
H 16.55 15.30 14.56
H 16.51 14.64 12.26
H 15.10 13.64 12.46
H 17.39 11.94 11.69
H 15.83 11.41 12.45
H 17.48 11.08 13.21
H 15.39 16.51 12.91
H 13.98 15.75 13.23
C 21.22 14.12 14.46
C 20.96 15.62 14.20
C 19.51 16.10 14.53
O 19.46 17.53 14.33
C 18.22 18.12 14.47
N 21.98 16.34 15.00
H 22.27 13.96 14.25
H 20.57 13.47 13.88
H 20.99 13.94 15.52
H 21.07 15.89 13.15
H 19.20 15.83 15.54
H 18.83 15.63 13.79
H 17.53 17.73 13.72
H 18.38 19.20 14.31
H 17.86 18.06 15.47
H 22.04 16.00 15.93
H 21.69 17.32 14.98
C 14.31 19.83 12.92
C 15.64 20.58 12.93
O 16.51 20.21 11.86
H 14.52 18.76 12.95
H 13.76 20.05 11.99
H 13.75 20.08 13.82
H 16.26 20.28 13.78
H 15.60 21.69 12.99
H 16.12 20.45 11.02
C 21.57 8.37 15.84
C 20.74 9.66 15.88
O 20.93 10.40 14.68
H 22.65 8.57 15.85
H 21.37 7.92 14.86
H 21.31 7.64 16.61
H 20.99 10.27 16.76
H 19.69 9.33 15.95
H 20.33 11.15 14.76
C 18.93 16.90 10.74
C 17.47 16.62 10.44
O 16.68 17.14 11.49
H 19.08 17.95 11.08
H 19.54 16.77 9.82
H 19.38 16.31 11.55
H 17.37 15.55 10.38
H 17.19 17.05 9.46
H 16.84 18.08 11.54
C 18.84 11.99 17.85
C 17.96 12.24 16.64
O 18.70 11.99 15.44
H 18.22 12.31 18.69
H 19.81 12.50 17.77
H 19.03 10.93 17.94
H 17.56 13.25 16.64
H 17.11 11.53 16.63
H 18.18 12.38 14.71
C 25.33 14.68 15.72
C 25.42 15.01 14.24
O 24.17 15.13 13.64
H 24.68 13.83 15.90
H 24.98 15.60 16.25
H 26.29 14.45 16.17
H 25.98 14.25 13.69
H 26.03 15.91 14.11
H 23.66 15.78 14.18
*
```


Which structure loses on stability? version one does.


Version one
This record from the Open Molecules 2025 dataset describes a cluster of 2 separate species, CH3I2P in total. The level of theory is ωB97M-V with the def2-TZVPD basis set.

Properties
frontier orbital gap = 8.98 eV
highest occupied orbital energy = -0.336 Eh
SMILES = C=PI.I

ORCA input file:
```
! RIJCOSX wB97M-V def2-TZVPD def2/J DEFGRID3
* xyz 0 1
C -0.59 0.18 0.44
P 0.32 -0.99 1.16
I 1.98 0.46 2.04
I -3.90 1.43 1.22
H -1.43 -0.36 -0.04
H -0.54 1.17 0.32
H -5.22 0.48 1.62
*
```


Version two
This record from the Open Molecules 2025 dataset describes a structure of composition CH3I2P. The level of theory is ωB97M-V with the def2-TZVPD basis set.

Properties
frontier orbital gap = 8.85 eV
highest occupied orbital energy = -0.338 Eh

ORCA input file:
```
! RIJCOSX wB97M-V def2-TZVPD def2/J DEFGRID3
* xyz 0 1
C 0.47 0.04 0.44
P -0.99 0.79 -0.45
I 2.07 1.19 -0.05
I 0.72 -2.02 -0.17
H 0.42 -0.01 1.82
H -1.93 -0.04 -0.07
H -0.77 0.05 -1.52
*
```


Which structure loses on stability? version two does.